[1]
This record from the OMol25 dataset describes a structure of composition C3H2InO4 in a non-equilibrium geometry. The level of theory is ωB97M-V/def2-TZVPD.

Positions of all 10 atoms, in Å:
H 2.221 -1.080 -0.266
C 1.620 -0.954 -1.312
C 0.479 -0.626 -0.376
O 0.429 0.564 0.069
C -0.757 1.008 0.766
O -1.113 0.381 1.767
O -1.359 1.931 0.223
O 1.532 -1.708 -2.213
In -2.606 1.704 1.793
H -0.447 -1.220 -0.452

Values from the calculation:
charge: +3
E_HOMO (spin up / spin down): -23.382 / -26.883 eV
total energy: -604.97539 hartree
relative energy (zero: lowest compared OMol25 entry of this formula, charge and spin): 0.0 kcal/mol


[2]
This record from the OMol25 dataset describes a cluster of 9 separate species, C18H54O9 in total in a non-equilibrium geometry. The level of theory is ωB97M-V/def2-TZVPD.

Positions of all 81 atoms, in Å:
C 0.777 -6.803 -1.784
C 2.178 -7.582 -1.852
O 1.921 -8.992 -1.720
H 0.877 -5.730 -1.620
H 0.244 -7.056 -0.867
H 0.226 -7.059 -2.688
H 2.776 -7.283 -0.991
H 2.741 -7.462 -2.777
H 1.725 -9.100 -0.786
C -1.585 0.579 0.371
C -0.061 0.956 0.450
O 0.396 0.623 -0.828
H -2.094 0.461 1.327
H -1.737 -0.337 -0.200
H -2.263 1.285 -0.109
H 0.582 0.398 1.130
H -0.012 2.012 0.716
H 1.329 0.845 -0.771
C 3.640 6.589 -2.750
C 4.303 5.214 -2.937
O 4.223 4.491 -1.731
H 3.335 6.986 -3.718
H 4.252 7.273 -2.162
H 2.671 6.478 -2.263
H 5.299 5.229 -3.380
H 3.689 4.673 -3.658
H 4.855 4.817 -1.087
C -1.493 8.007 1.800
C -2.682 8.710 2.382
O -2.299 10.071 2.635
H -0.665 8.642 1.484
H -1.757 7.338 0.981
H -1.050 7.287 2.488
H -3.068 8.230 3.281
H -3.518 8.684 1.682
H -2.477 10.410 3.515
C -4.886 -5.555 2.176
C -6.257 -4.852 2.619
O -6.781 -5.620 3.611
H -4.324 -4.870 1.541
H -5.139 -6.476 1.650
H -4.410 -5.875 3.102
H -7.008 -4.788 1.832
H -6.110 -3.816 2.926
H -7.376 -5.236 4.259
C 4.529 -1.318 -6.620
C 5.184 0.020 -6.943
O 5.912 0.050 -8.164
H 5.315 -2.072 -6.575
H 3.806 -1.607 -7.383
H 4.043 -1.395 -5.648
H 5.759 0.333 -6.071
H 4.385 0.730 -7.155
H 6.730 0.441 -7.849
C -2.135 -3.729 7.383
C -1.406 -5.047 7.186
O -0.231 -5.133 7.885
H -1.999 -3.197 8.325
H -3.181 -3.988 7.220
H -1.974 -3.075 6.526
H -1.018 -5.041 6.168
H -1.981 -5.910 7.522
H -0.493 -5.314 8.790
C 1.768 4.105 6.051
C 2.285 4.181 7.494
O 1.739 3.262 8.339
H 2.252 4.769 5.335
H 0.684 4.217 6.010
H 2.021 3.129 5.638
H 2.089 5.095 8.054
H 3.354 3.967 7.516
H 2.140 2.402 8.192
C -3.040 -2.121 -8.547
C -2.200 -0.821 -8.440
O -2.258 -0.203 -7.194
H -3.123 -2.523 -9.557
H -4.101 -1.922 -8.397
H -2.692 -2.827 -7.793
H -2.536 -0.105 -9.189
H -1.162 -1.011 -8.712
H -1.454 -0.135 -6.673

Values from the calculation:
E_HOMO: -10.135 eV
total energy: -1395.13587 hartree
SMILES string: CCO.CCO.CCO.CCO.CCO.CCO.CCO.CCO.CCO
relative energy (zero: lowest compared OMol25 entry of this formula, charge and spin): 144.9 kcal/mol


[3]
This record from the OMol25 dataset describes a structure of composition C11H13Cl2O4PPdS2 in a non-equilibrium geometry. The level of theory is ωB97M-V/def2-TZVPD.

Positions of all 34 atoms, in Å:
Pd 11.705 8.587 5.163
C 17.594 8.973 7.596
C 16.579 8.024 8.179
O 15.157 8.387 7.849
P 14.563 7.826 6.458
S 13.943 9.416 5.370
S 12.840 6.904 6.562
O 15.806 6.977 5.951
C 15.827 5.951 4.906
C 15.424 6.559 3.586
H 18.626 8.598 7.819
H 17.493 10.036 8.036
H 17.490 9.011 6.496
H 16.511 7.941 9.281
H 16.743 6.969 7.960
H 15.106 5.153 5.202
H 16.833 5.564 4.947
H 14.323 6.678 3.545
H 15.693 5.886 2.763
H 15.904 7.486 3.395
Cl 5.832 12.858 5.828
C 6.984 11.559 5.825
C 6.520 10.282 5.587
C 7.398 9.219 5.381
Cl 6.836 7.615 5.333
C 8.828 9.454 5.434
O 9.631 8.436 5.529
C 9.298 10.860 5.358
C 10.543 11.136 4.768
O 11.096 10.240 4.015
C 8.383 11.862 5.784
H 5.480 10.079 5.543
H 10.967 12.155 4.757
H 8.641 12.887 5.981

Values from the calculation:
2S+1: 6
charge: +1
E_HOMO (spin up / spin down): -9.067 / -12.078 eV
total energy: -2913.53949 hartree
relative energy (zero: lowest compared OMol25 entry of this formula, charge and spin): 3.7 kcal/mol


[4]
This record from the OMol25 dataset describes the ion C7H12NO3 with charge +1 in a non-equilibrium geometry. The level of theory is ωB97M-V/def2-TZVPD.

Positions of all 23 atoms, in Å:
C -1.606 -1.050 0.214
C -0.539 -0.103 0.940
C -1.194 1.164 1.538
C 0.223 -0.877 1.926
N 0.213 0.341 -0.281
C 0.561 1.516 -0.950
C 1.319 1.271 -2.031
O 2.030 2.035 -2.836
O 1.685 -0.114 -2.082
C 1.168 -0.812 -1.162
O 1.005 -2.099 -1.095
H -2.318 -0.434 -0.347
H -1.021 -1.822 -0.425
H -2.048 -1.461 1.213
H -0.476 1.794 2.001
H -1.888 1.632 0.906
H -1.840 0.753 2.424
H -0.464 -1.091 2.816
H 0.547 -1.813 1.443
H 1.103 -0.245 2.207
H 0.141 2.493 -0.838
H 2.077 1.534 -3.706
H 1.322 -2.613 -1.877

Values from the calculation:
charge: +1
E_HOMO: -12.716 eV
total energy: -554.02815 hartree
SMILES string: CC(C)(C)[n+]1cc(O)oc1O
relative energy (zero: lowest compared OMol25 entry of this formula, charge and spin): 63.8 kcal/mol


[5]
This record from the OMol25 dataset describes a structure of composition C19H8ClIN4O2S4SeW. The level of theory is ωB97M-V/def2-TZVPD.

Positions of all 41 atoms, in Å:
W 0.226 0.648 0.844
Cl 0.705 -5.930 -1.543
C 0.147 -4.380 -1.005
C -1.188 -4.167 -0.821
C -1.674 -2.917 -0.380
I -3.709 -2.606 -0.138
C -0.801 -1.892 -0.115
O -1.160 -0.678 0.293
C 0.581 -2.115 -0.326
N 1.377 -1.035 -0.074
C 2.681 -1.154 -0.237
C 3.271 -2.352 -0.667
C 2.486 -3.441 -0.931
C 1.088 -3.347 -0.766
H -1.887 -4.969 -1.016
H 3.280 -0.280 -0.022
H 4.344 -2.393 -0.784
H 2.921 -4.373 -1.263
O -0.714 1.844 7.594
C -0.552 1.638 6.427
S 0.499 0.353 5.788
C 0.204 0.694 4.101
C -0.628 1.706 3.807
S -1.014 2.166 2.175
S -1.339 2.582 5.141
S 0.994 -0.263 2.882
Se 4.052 3.082 -1.066
C 2.734 2.286 -0.247
N 1.837 1.751 0.299
N -3.665 0.694 -4.511
C -2.971 1.236 -3.775
C -2.102 1.919 -2.856
C -1.826 3.274 -2.997
C -0.985 3.868 -2.076
C -0.443 3.098 -1.065
N -0.703 1.788 -0.932
C -1.530 1.212 -1.808
H -2.266 3.839 -3.807
H -0.740 4.919 -2.134
H 0.221 3.531 -0.331
H -1.749 0.166 -1.658

Values from the calculation:
2S+1: 3
E_HOMO (spin up / spin down): -7.791 / -7.843 eV
total energy: -5917.63606 hartree
relative energy (zero: lowest compared OMol25 entry of this formula, charge and spin): 0.0 kcal/mol


[6]
This record from the OMol25 dataset describes the molecule C4H8N2OS in a non-equilibrium geometry. The level of theory is ωB97M-V/def2-TZVPD.

Positions of all 16 atoms, in Å:
C -2.503 -1.937 -0.244
N -1.535 -1.269 -0.720
O -0.769 -0.769 0.344
C 0.468 -0.330 0.014
S 1.175 -0.411 -1.446
C 1.075 0.329 1.223
C 1.100 1.867 1.070
N -0.190 2.507 0.859
H -2.659 -2.106 0.831
H -3.198 -2.371 -0.971
H 0.520 0.072 2.093
H 2.078 -0.030 1.371
H 1.753 2.133 0.243
H 1.539 2.306 1.958
H -0.864 2.208 1.564
H -0.581 2.273 -0.051

Values from the calculation:
E_HOMO: -8.693 eV
total energy: -740.06986 hartree
SMILES string: C=NOC(=S)CCN
relative energy (zero: lowest compared OMol25 entry of this formula, charge and spin): 57.8 kcal/mol


What did the first record say?
This record from the OMol25 dataset describes a structure of composition C3H2InO4 in a non-equilibrium geometry. The level of theory is ωB97M-V/def2-TZVPD.

Positions of all 10 atoms, in Å:
H 2.221 -1.080 -0.266
C 1.620 -0.954 -1.312
C 0.479 -0.626 -0.376
O 0.429 0.564 0.069
C -0.757 1.008 0.766
O -1.113 0.381 1.767
O -1.359 1.931 0.223
O 1.532 -1.708 -2.213
In -2.606 1.704 1.793
H -0.447 -1.220 -0.452

Values from the calculation:
charge: +3
E_HOMO (spin up / spin down): -23.382 / -26.883 eV
total energy: -604.97539 hartree
relative energy (zero: lowest compared OMol25 entry of this formula, charge and spin): 0.0 kcal/mol


> Which value of total energy does entry 3 give?

-2913.53949 hartree